(1)
A molecular structure, C44H56IrN9O6S2Si in a non-equilibrium geometry, computed with ωB97M-V with the def2-TZVPD basis set.

The total charge is +1. Its expectation value of S² is 0.782. As for the spin multiplicity: 2. As for the total energy: -104619.271 eV.

Last column: Mulliken spin population.
Geometry (Å):
Ir 0.0704 -0.7717 0.0258  0.035
C -2.0068 -5.7115 -4.7241  -0.010
C -1.4247 -4.9690 -3.5555  0.128
C -1.2721 -5.5713 -2.3078  -0.027
C -0.8035 -4.8633 -1.2265  0.105
C -0.4130 -3.5077 -1.3129  0.153
N 0.0555 -2.8336 -0.2105  0.484
C -0.1719 -3.4510 1.0446  -0.039
C 0.7309 -4.3331 1.6254  0.014
C 0.5079 -4.8513 2.8925  -0.005
C -0.6169 -4.4924 3.6325  0.002
C -0.8371 -5.0291 5.0205  0.000
C -1.5168 -3.5997 3.0607  -0.002
C -1.3025 -3.1041 1.7841  -0.003
N -2.2543 -2.2115 1.2178  -0.001
C -3.5997 -2.3184 1.2522  0.000
C -4.1249 -1.2676 0.5430  -0.001
C -3.0169 -0.5435 0.0885  0.001
N -1.8979 -1.1138 0.5061  -0.002
C -0.5467 -2.9144 -2.5855  0.125
C -1.0704 -3.6347 -3.6554  -0.034
N -0.2000 -1.5499 -2.8442  0.006
C 0.0009 -1.0223 -4.0705  -0.004
C -0.0979 0.3439 -3.9816  0.006
C -0.3545 0.5980 -2.6359  0.014
N -0.4085 -0.5433 -1.9511  0.007
H -1.7482 -6.7690 -4.6827  0.004
H -1.6460 -5.3110 -5.6709  0.003
H -3.0966 -5.6401 -4.7278  0.019
H -1.5444 -6.6117 -2.1773  0.002
H -0.7250 -5.3653 -0.2734  -0.006
H 1.6052 -4.6289 1.0575  -0.002
H 1.2203 -5.5505 3.3140  0.000
H -0.4841 -6.0562 5.1034  0.000
H -1.8915 -5.0082 5.2914  0.000
H -0.2949 -4.4375 5.7618  0.000
H -2.3907 -3.2778 3.6156  0.001
H -4.0689 -3.1440 1.7592  0.000
H -5.1636 -1.0513 0.3687  0.000
H -2.9677 0.3578 -0.5007  0.001
H -1.2390 -3.1304 -4.5970  0.001
H 0.1919 -1.6530 -4.9195  0.000
H 0.0167 1.0598 -4.7757  0.000
H -0.4811 1.5306 -2.1111  0.009
C -2.8848 4.2922 -2.3346  0.000
C -3.4188 3.0461 -1.6435  0.001
C -3.9496 2.0557 -2.6708  0.000
C -4.5030 3.4120 -0.6387  0.000
O -2.3175 2.3724 -0.9878  0.002
Si -1.6101 2.6563 0.4712  -0.001
S 0.2131 1.5946 0.5026  0.009
O -2.7261 2.1457 1.5498  0.002
C -2.7568 2.0655 2.9817  0.001
C -1.8851 3.1444 3.6089  0.000
C -4.2144 2.2509 3.3764  0.000
C -2.2627 0.6832 3.3953  -0.001
O -1.3367 4.2391 0.6929  -0.002
C -0.2577 5.1889 0.5885  0.000
C -0.9154 6.5574 0.6853  0.000
C 0.4524 5.0285 -0.7505  0.000
C 0.7153 4.9867 1.7421  0.000
H -3.6697 4.7589 -2.9316  0.000
H -2.0562 4.0332 -2.9964  0.000
H -2.5357 5.0142 -1.5974  0.000
H -4.7752 2.4938 -3.2324  0.000
H -4.3153 1.1504 -2.1824  0.000
H -3.1624 1.7773 -3.3739  0.000
H -5.3378 3.8874 -1.1556  0.000
H -4.1206 4.1105 0.1073  0.000
H -4.8685 2.5242 -0.1211  0.000
H -2.1884 4.1317 3.2607  0.000
H -0.8360 2.9921 3.3449  0.000
H -1.9756 3.1131 4.6959  0.000
H -4.5652 3.2365 3.0691  0.000
H -4.3381 2.1579 4.4564  0.000
H -4.8319 1.4960 2.8868  0.000
H -1.2440 0.5387 3.0333  0.001
H -2.9047 -0.0909 2.9708  0.000
H -2.2779 0.5876 4.4835  0.000
H -1.6198 6.7019 -0.1349  0.000
H -0.1633 7.3459 0.6382  0.000
H -1.4577 6.6485 1.6270  0.000
H -0.2499 5.1534 -1.5747  0.000
H 0.9130 4.0422 -0.8245  0.000
H 1.2348 5.7819 -0.8507  0.000
H 0.2141 5.1455 2.6973  0.000
H 1.5341 5.7035 1.6625  0.000
H 1.1357 3.9805 1.7231  0.000
C 2.9413 -0.7836 4.5703  0.000
C 1.4585 -1.1291 4.4084  0.001
C 1.0277 -1.0365 3.0185  0.001
N 0.6831 -0.9405 1.9347  0.000
H 3.2145 -0.8563 5.6207  0.000
H 3.1430 0.2305 4.2303  0.000
H 3.5660 -1.4725 4.0039  0.000
H 0.8256 -0.4480 4.9811  0.000
H 1.2413 -2.1440 4.7470  0.000
O 8.3010 0.9174 -5.8044  0.000
S 7.8950 1.6072 -4.5952  0.000
O 6.6597 2.3455 -4.7664  0.000
O 8.9546 2.4091 -4.0185  0.000
C 7.5540 0.3122 -3.3883  0.000
N 8.5655 -0.4997 -3.1162  0.000
C 8.3095 -1.4493 -2.2275  0.000
C 7.0651 -1.5902 -1.6252  0.000
C 6.0859 -0.6822 -1.9926  0.001
N 6.3405 0.2796 -2.8818  0.000
C 4.6984 -0.6925 -1.4588  -0.001
C 4.1928 -1.7267 -0.6767  0.006
C 2.8822 -1.6796 -0.2546  -0.003
N 2.0624 -0.6621 -0.5591  0.001
C 2.5508 0.3494 -1.2909  0.002
C 3.8468 0.3632 -1.7608  -0.001
H 9.1249 -2.1215 -1.9874  0.000
H 6.8950 -2.3737 -0.9017  0.000
H 4.7917 -2.5843 -0.4058  0.000
H 2.4480 -2.4796 0.3269  -0.005
H 1.8746 1.1685 -1.4824  0.001
H 4.1999 1.1866 -2.3651  0.000

(2)
A molecular structure, C44H57BBiN2O5P2S2Si in a non-equilibrium geometry, computed with ωB97M-V with the def2-TZVPD basis set.

The total charge is -2. Its expectation value of S² is 0.771. As for the spin multiplicity: 2. As for the total energy: -114419.970 eV.

Last column: Mulliken spin population.
Geometry (Å):
Bi -0.3752 0.1000 0.7818  0.001
O -3.2217 1.0580 1.6596  0.237
C -2.5762 0.8491 0.6104  0.246
C -3.1443 1.0265 -0.6912  0.000
C -4.4739 1.5437 -0.7738  0.144
C -5.1031 1.7573 -1.9665  -0.073
C -4.4456 1.4616 -3.1834  0.272
C -3.1603 0.9503 -3.1357  -0.154
C -2.4989 0.7087 -1.9313  0.236
P -0.7934 0.0882 -1.9734  -0.047
C -1.0045 -1.5196 -2.8339  0.020
C -2.2551 -2.1130 -2.9832  -0.002
C -2.3841 -3.3122 -3.6692  -0.002
C -1.2736 -3.9226 -4.2343  0.001
C -0.0207 -3.3515 -4.0651  -0.001
C 0.1179 -2.1690 -3.3531  0.000
C -0.1618 1.1613 -3.3338  0.002
C -0.1559 2.5312 -3.0563  0.002
C 0.2099 3.4468 -4.0229  0.000
C 0.5696 3.0189 -5.2954  0.002
C 0.5537 1.6653 -5.5827  0.000
C 0.1913 0.7408 -4.6118  0.009
H -4.9642 1.7659 0.1663  0.035
H -6.1122 2.1572 -1.9866  -0.001
H -4.9440 1.6281 -4.1315  0.027
H -2.6457 0.7274 -4.0650  -0.005
H -3.1268 -1.6417 -2.5514  0.005
H -3.3622 -3.7702 -3.7619  0.000
H -1.3826 -4.8418 -4.7990  0.000
H 0.8573 -3.8303 -4.4819  0.000
H 1.0993 -1.7548 -3.1656  0.001
H -0.4406 2.8593 -2.0640  -0.002
H 0.2192 4.5058 -3.7910  -0.001
H 0.8593 3.7366 -6.0536  0.001
H 0.8214 1.3143 -6.5726  0.000
H 0.1904 -0.3087 -4.8633  0.000
C -0.4875 2.4160 6.9009  0.000
C -0.3506 0.9145 6.7210  0.000
O 0.8050 0.6317 5.9433  0.000
P 0.7022 -0.0611 4.4810  0.001
S 2.5295 -0.1230 3.8108  0.000
S -0.8667 0.7888 3.5163  -0.001
O 0.1666 -1.5276 4.9901  0.000
C -0.6016 -2.3839 4.1513  0.000
C -0.0968 -3.8068 4.3049  0.000
H -1.3781 2.6509 7.4871  0.000
H -0.5681 2.8852 5.9205  0.000
H 0.3929 2.8106 7.4103  0.000
H -1.2422 0.5092 6.2369  0.000
H -0.2126 0.4170 7.6861  0.000
H -0.5322 -2.0770 3.1054  0.000
H -1.6512 -2.3054 4.4531  0.000
H 0.8912 -3.8951 3.8562  0.000
H -0.7801 -4.4909 3.7977  0.000
H -0.0305 -4.0688 5.3626  0.000
C 2.5809 -4.1039 -1.5097  0.000
Si 2.6947 -2.5061 -0.4307  -0.001
C 4.5010 -2.4825 0.1944  0.000
C 1.6835 -2.9833 1.0932  -0.008
N 2.1840 -1.0362 -1.0734  0.000
C 2.9317 -0.2397 -1.8743  0.000
C 3.8944 -0.7266 -2.8001  0.001
C 4.6397 0.1193 -3.6024  0.000
C 4.4694 1.4963 -3.5396  0.000
C 3.5187 2.0036 -2.6560  0.002
C 2.7716 1.1709 -1.8495  0.005
H 2.9918 -4.9725 -0.9870  0.000
H 3.1153 -4.0094 -2.4605  0.000
H 1.5377 -4.3307 -1.7455  0.000
H 4.8465 -3.4505 0.5663  0.000
H 4.5735 -1.7638 1.0145  0.000
H 5.1885 -2.1571 -0.5913  0.000
H 1.9589 -3.9865 1.4341  0.000
H 0.6136 -2.9866 0.8938  0.005
H 1.8821 -2.2781 1.9021  0.001
H 4.0442 -1.8004 -2.8626  0.000
H 5.3752 -0.2977 -4.2851  0.000
H 5.0632 2.1596 -4.1580  0.000
H 3.3726 3.0788 -2.6013  0.000
H 2.0537 1.5776 -1.1490  -0.003
C -3.0230 -6.1259 2.3224  0.000
C -2.7749 -4.8595 1.5531  0.000
C -3.4461 -3.6768 1.8496  -0.009
C -3.1708 -2.5349 1.1153  0.012
N -2.2951 -2.5000 0.1131  0.008
C -1.6483 -3.6301 -0.1688  0.005
C -1.8543 -4.8185 0.5097  0.000
H -3.3702 -5.9079 3.3324  0.000
H -2.1118 -6.7213 2.3845  0.000
H -3.7863 -6.7329 1.8289  0.000
H -4.1690 -3.6428 2.6558  -0.002
H -3.6629 -1.5921 1.3376  -0.013
H -0.9230 -3.5661 -0.9733  -0.001
H -1.2844 -5.6997 0.2395  0.000
C 0.6607 4.4937 3.0852  -0.001
C 1.2243 4.2033 1.6925  0.005
C 2.6389 4.7613 1.5942  0.000
O 1.2873 2.7813 1.5816  0.007
B 0.3228 2.3284 0.7301  -0.002
O -0.3098 3.3726 0.0950  0.046
C 0.2607 4.6187 0.5157  -0.012
C 0.9838 5.2191 -0.6907  0.001
C -0.8836 5.5403 0.9242  -0.001
H 1.3250 4.0313 3.8159  0.000
H -0.3172 4.0266 3.1981  0.001
H 0.5928 5.5654 3.2814  0.000
H 3.2269 4.3411 2.4102  0.000
H 2.6346 5.8500 1.6782  0.000
H 3.1126 4.4673 0.6593  0.000
H 1.7365 4.5270 -1.0689  0.000
H 1.4501 6.1731 -0.4413  0.000
H 0.2513 5.3785 -1.4834  0.000
H -1.5287 5.0491 1.6496  0.000
H -1.4854 5.7599 0.0417  0.001
H -0.5018 6.4745 1.3400  0.000

Taking the records one at a time from the top gives ΔE to the lowest compared entry with this formula, charge and spin values of 0.0000 0.0000 eV.